1:
{
  "formula": "C4H8NOS",
  "method": "ωB97M-V/def2-TZVPD",
  "homo_lumo_gap_ev": [8.217, 8.218],
  "lumo_ev": [-5.084, -5.083],
  "total_charge": 1,
  "e_homo_ev": [-13.30, -13.30],
  "species": ["C", "C", "C", "C", "N", "O", "S", "H", "H", "H", "H", "H", "H", "H", "H"],
  "coordinates": [[-2.108, -0.924, -0.399], [-1.141, -0.010, -0.040], [0.867, 1.542, -0.053], [0.154, 0.288, -0.458], [1.350, -1.199, 0.371], [-1.915, 0.874, 0.795], [-3.257, 0.040, 0.395], [-2.008, -1.938, -0.758], [0.603, 2.380, -0.715], [0.527, 1.868, 0.884], [1.988, 1.491, -0.218], [0.400, -0.134, -1.455], [1.182, -2.151, 0.131], [1.032, -1.047, 1.391], [2.326, -1.079, 0.128]],
  "lowdin_charge": [-0.231, -0.459, -0.031, -0.080, 0.128, -0.351, 1.129, 0.106, 0.117, 0.073, 0.122, 0.154, 0.076, 0.154, 0.095]
}



2:
{
  "formula": "C4H8NOS",
  "method": "ωB97M-V/def2-TZVPD",
  "homo_lumo_gap_ev": [8.305, 8.303],
  "lumo_ev": [-4.904, -4.905],
  "total_charge": 1,
  "e_homo_ev": [-13.21, -13.21],
  "species": ["C", "C", "C", "C", "N", "O", "S", "H", "H", "H", "H", "H", "H", "H", "H"],
  "coordinates": [[2.096, 0.943, -0.139], [1.771, -0.103, 0.967], [-0.184, 0.790, -0.352], [-0.671, -0.161, -1.187], [0.310, 0.080, 1.064], [2.924, 1.328, -0.824], [-1.224, 2.139, 0.195], [2.148, -1.170, 0.897], [2.295, 0.338, 1.832], [-1.091, 0.399, -2.075], [-1.510, -0.792, -0.856], [0.113, -0.936, -1.628], [0.008, -0.797, 1.366], [-0.061, 0.912, 1.578], [-0.412, 3.154, -0.058]],
  "lowdin_charge": [-0.075, -0.055, -0.640, -0.182, 0.002, 0.264, 0.859, 0.175, 0.145, 0.124, 0.108, 0.149, 0.135, 0.101, -0.109]
}



3:
{
  "formula": "C4H8NOS",
  "method": "ωB97M-V/def2-TZVPD",
  "homo_lumo_gap_ev": [6.791, 9.018],
  "lumo_ev": [-6.762, -5.869],
  "total_charge": 1,
  "e_homo_ev": [-13.55, -14.89],
  "species": ["C", "C", "C", "C", "N", "O", "S", "H", "H", "H", "H", "H", "H", "H", "H"],
  "coordinates": [[0.078, -0.029, 1.580], [0.292, -0.063, -0.736], [0.643, -1.503, -0.622], [-1.540, 1.414, 0.216], [-0.296, 0.491, 0.491], [3.086, -0.572, -0.046], [2.244, -1.623, 0.453], [-0.325, 0.279, 2.564], [1.216, 0.525, -1.099], [-0.444, 0.081, -1.539], [-0.163, -1.944, -0.089], [0.674, -1.921, -1.703], [-2.206, 0.877, -0.324], [-1.190, 2.239, -0.215], [-2.068, 1.747, 1.069]],
  "lowdin_charge": [0.175, -0.260, -0.334, 0.098, -0.142, -0.466, 1.074, 0.109, 0.159, 0.135, 0.072, 0.147, 0.071, 0.062, 0.098]
}



4:
{
  "formula": "C4H8NOS",
  "method": "ωB97M-V/def2-TZVPD",
  "homo_lumo_gap_ev": [8.546, 7.248],
  "lumo_ev": [-5.672, -6.113],
  "total_charge": 1,
  "e_homo_ev": [-14.22, -13.36],
  "species": ["C", "C", "C", "C", "N", "O", "S", "H", "H", "H", "H", "H", "H", "H", "H"],
  "coordinates": [[1.209, 0.441, 0.169], [1.059, 1.081, 1.385], [0.634, -1.003, 0.006], [-1.083, 0.520, -0.459], [-0.418, -0.714, -1.046], [1.726, 0.825, -0.905], [-2.683, 0.304, 0.070], [0.781, 0.478, 2.238], [1.262, 2.118, 1.380], [1.387, -1.652, -0.501], [0.353, -1.296, 0.932], [-0.911, 1.374, -1.064], [0.057, -0.254, -1.833], [-0.970, -1.459, -1.225], [-2.403, -0.763, 0.854]],
  "lowdin_charge": [-0.506, 0.233, -0.030, -0.486, 0.064, 0.058, 0.918, 0.102, 0.097, 0.163, 0.089, 0.083, 0.175, 0.119, -0.080]
}



Most stable structure, least stable structure: 1, 3.